Entry from OMol25: a molecular structure, C25H23O4Sc (the ωB97M-V functional and the def2-TZVPD basis).

Last column: Mulliken charge in e.
Geometry (Å):
1 C 0.9505 -0.9083 -7.0806  -0.523
2 C 0.0044 1.2120 7.1606  -0.907
3 H 2.6086 -1.3193 0.5815  0.490
4 C -1.1133 -0.8147 4.0881  0.626
5 H 1.7297 1.8976 2.4265  0.447
6 C 1.5596 -1.6094 0.5603  -0.970
7 O -1.4865 -1.9901 3.9841  -0.660
8 C 1.0758 -0.2267 -8.2895  -0.478
9 C -1.3836 -0.6621 7.8520  -0.657
10 H -1.8279 -1.2663 8.6490  0.359
11 C -0.5515 0.4232 8.1682  -0.456
12 H -0.4894 1.5702 -5.1988  0.245
13 H -1.4621 -1.4953 -3.2008  0.147
14 C -0.6820 2.0452 0.0701  -0.903
15 C 0.6989 -1.5804 -0.5812  -0.125
16 O 0.2356 -0.2335 -3.4555  -0.371
17 H 0.6994 1.6246 -9.3550  0.354
18 C 1.5357 1.3833 0.2449  -0.720
19 C 0.3444 -0.2823 -5.9632  0.822
20 H -2.2497 -1.8308 6.2474  0.404
21 C -1.6236 -0.9815 6.5171  -0.444
22 H -0.7811 2.8545 2.1731  0.480
23 H 0.9411 2.2536 5.1957  0.269
24 C -0.2358 2.3174 1.4054  -0.272
25 C 0.0440 1.7282 -7.2923  -0.573
26 H -1.4608 -2.1659 -0.8345  0.373
27 H 2.5431 1.0559 -0.0197  0.542
28 H 0.5094 -2.0360 -4.6437  0.348
29 H 1.5457 -0.7198 -9.1396  0.366
30 H 0.4560 1.2663 -1.7141  0.687
31 C 0.8221 -2.1404 1.6589  -0.245
32 H 0.6282 2.0757 7.4109  0.283
33 H -1.6773 2.2541 -0.3265  0.420
34 C 0.4297 1.4989 -0.6520  -0.263
35 C -0.2041 0.8560 5.8093  0.949
36 O 0.4301 1.5206 4.8059  -0.300
37 C 0.6209 1.0964 -8.4016  -0.428
38 C -1.0788 -0.6977 -3.8383  -0.291
39 H -1.2815 -2.9107 1.7832  0.467
40 H -1.7594 0.0729 -4.2096  0.236
41 C -0.5919 -2.0569 -0.1878  -0.467
42 C -0.0800 1.0578 -6.0725  -0.402
43 C 0.1161 -1.0146 -4.7117  -0.216
44 H -0.2955 2.7625 -7.3627  0.355
45 C -0.5078 -2.4317 1.1928  -0.701
46 H 1.3079 -1.9336 -6.9659  0.327
47 C 1.1163 1.8498 1.5286  -0.409
48 H 0.9863 -1.2993 -1.5902  0.611
49 H -0.3476 0.6620 9.2136  0.350
50 O -0.7661 -0.0373 3.1012  -0.438
51 C -1.0173 -0.2526 5.4818  0.009
52 H 1.2153 -2.3717 2.6458  0.539
53 Sc -0.2001 -0.0700 1.1311  0.720

E_tot ... -2028.177430 hartree
Energy above the lowest of the compared OMol25 structures with the same formula, charge and spin ... 0.0 kcal/mol
Kohn-Sham gap ... 8.397 eV